Below is a molecular structure, C11H26MnN5O2S2 at a distorted geometry, with properties calculated with ωB97M-V with the def2-TZVPD basis set.

Expectation value of S²: 0.80
Relative energy (zero: lowest compared OMol25 entry of this formula, charge and spin) in kcal/mol: 13.5
HOMO-LUMO gap (alpha / beta) in hartree: 0.3364 / 0.3319
Spin multiplicity: 2
Charge: +1
E_LUMO (alpha / beta) in eV: -1.948 / -1.962

The geometry in XYZ format:
```
47
C11H26MnN5O2S2 (ωB97M-V with the def2-TZVPD basis set)
Mn -0.115 -0.231 -0.227
C -2.066 -1.959 -1.688
C -0.733 -2.691 -1.674
N 0.041 -2.274 -0.494
C -0.254 -2.954 0.784
C -1.514 -2.466 1.496
S -1.682 -0.639 1.521
C -3.245 -0.363 0.624
C -2.993 0.134 -0.803
N -1.832 -0.532 -1.397
H -2.569 -2.095 -2.648
H -2.730 -2.364 -0.928
H -0.880 -3.774 -1.716
H -0.156 -2.393 -2.551
H 1.031 -2.396 -0.684
H -0.342 -4.036 0.638
H 0.603 -2.766 1.426
H -2.425 -2.873 1.061
H -1.476 -2.798 2.532
H -3.816 -1.290 0.650
H -3.817 0.374 1.183
H -3.899 -0.017 -1.401
H -2.783 1.204 -0.798
H -1.579 -0.036 -2.255
N 0.156 1.874 0.268
C 1.326 2.182 1.130
C 2.563 1.488 0.554
C 2.053 0.126 0.174
O 1.456 -0.541 1.081
O 1.965 -0.215 -1.047
H 0.268 2.309 -0.651
H -0.668 2.299 0.681
H 1.114 1.777 2.117
H 1.485 3.257 1.218
H 3.351 1.430 1.303
H 2.942 2.001 -0.329
C 3.256 0.864 -4.448
N 2.053 1.006 -3.651
C 0.973 1.673 -4.026
N 0.951 2.226 -5.247
S -0.385 1.854 -3.006
H 3.901 0.134 -3.966
H 3.799 1.808 -4.532
H 3.030 0.488 -5.448
H 2.051 0.633 -2.703
H 1.740 2.206 -5.870
H 0.133 2.745 -5.513
```